C4H3NO2 | wB97M-V/def2-TZVPD

```
10
Properties=species:S:1:pos:R:3:forces:R:3
C -2.071 -0.732 0.042 -3.45 0.13 0.08
C 0.473 -0.913 -0.344 -2.41 4.71 2.22
C -0.819 -0.883 -0.207 3.81 -0.86 -0.58
C 1.184 0.432 0.130 2.59 -1.16 2.49
N -3.237 -0.689 0.139 0.05 0.10 0.25
O -0.593 1.769 0.234 1.60 -0.45 -0.90
O 0.586 1.511 -0.407 -2.83 2.28 -0.20
H 1.060 -1.628 -0.698 2.24 -3.19 -1.52
H 1.126 0.556 1.309 0.21 -0.67 -2.32
H 2.292 0.575 -0.197 -1.83 -0.88 0.50
```
Positions in Å, forces in eV/Å.

Results
HOMO energy (alpha / beta)   -0.391 / -0.341 hartree
Total charge   0
HOMO-LUMO gap (alpha / beta)   9.168 / 7.763 eV

natural (NBO) atomic charges, in units of e: atom 1 (C): 0.136, atom 2 (C): -0.218, atom 3 (C): 0.066, atom 4 (C): -0.120, atom 5 (N): -0.202, atom 6 (O): -0.157, atom 7 (O): -0.168, atom 8 (H): 0.226, atom 9 (H): 0.217, atom 10 (H): 0.219

C8H15F3O2S | wB97M-V/def2-TZVPD

```
29
Properties=species:S:1:pos:R:3:forces:R:3
C -0.758 -2.403 -1.871 2.42 3.31 1.65
C -1.674 -1.355 2.522 0.69 1.31 -2.51
C 0.186 3.898 0.122 3.98 1.16 -0.84
C 0.428 -1.426 -2.086 0.90 -2.32 1.63
C -0.719 -1.503 1.369 -2.72 1.58 2.04
C 0.761 2.544 0.494 -2.06 -0.36 -0.87
C 0.126 -0.028 -0.234 1.82 1.72 -3.23
C 3.798 -0.399 0.053 -1.60 -0.14 0.63
O 0.996 -0.888 -0.860 -1.38 -0.42 0.79
O -0.605 -0.315 0.753 -0.32 -2.67 1.48
F 4.021 -1.523 0.659 1.03 -2.73 0.99
F 3.320 0.385 1.051 0.44 1.29 -0.28
F 4.973 0.026 -0.411 -0.65 0.64 -0.32
S -0.070 1.566 -0.889 0.39 -0.50 1.33
H -0.525 -2.853 -0.987 0.21 -1.79 2.41
H -1.686 -1.939 -1.793 -1.54 0.89 -0.10
H -0.658 -3.037 -2.618 -0.26 -3.26 -3.56
H -1.248 -1.484 3.426 2.05 0.17 3.28
H -2.288 -0.486 2.530 0.06 1.15 -0.24
H -2.373 -2.078 2.585 -2.51 -3.05 -0.54
H -0.805 3.826 -0.184 -1.65 -0.08 -0.82
H 0.207 4.493 0.977 -0.03 1.31 1.49
H 0.866 4.460 -0.633 -1.42 -1.04 0.91
H -0.039 -0.670 -2.601 0.16 2.25 -1.91
H 1.342 -1.945 -2.485 -1.27 0.64 -0.40
H -0.191 -2.416 1.370 1.40 -0.21 -1.16
H 2.922 -0.617 -0.580 0.99 0.99 -0.99
H 0.472 2.280 1.529 -0.27 -0.37 -0.77
H 1.786 2.316 0.374 1.15 0.51 -0.08
```
Positions in Å, forces in eV/Å.

Results
HOMO energy (alpha / beta)   -0.266 / -0.248 hartree
Total charge   0
HOMO-LUMO gap (alpha / beta)   7.965 / 7.505 eV

natural (NBO) atomic charges, in units of e: atom 1 (C): -0.630, atom 2 (C): -0.668, atom 3 (C): -0.632, atom 4 (C): -0.048, atom 5 (C): 0.016, atom 6 (C): -0.472, atom 7 (C): 0.340, atom 8 (C): 0.828, atom 9 (O): -0.561, atom 10 (O): -0.382, atom 11 (F): -0.332, atom 12 (F): -0.354, atom 13 (F): -0.319, atom 14 (S): 0.151, atom 15 (H): 0.211, atom 16 (H): 0.210, atom 17 (H): 0.211, atom 18 (H): 0.204, atom 19 (H): 0.218, atom 20 (H): 0.209, atom 21 (H): 0.217, atom 22 (H): 0.212, atom 23 (H): 0.212, atom 24 (H): 0.183, atom 25 (H): 0.192, atom 26 (H): 0.187, atom 27 (H): 0.164, atom 28 (H): 0.212, atom 29 (H): 0.221

C6H14O | wB97M-V/def2-TZVPD

```
21
Properties=species:S:1:pos:R:3:forces:R:3
C -0.253 0.351 -2.126 -0.05 -0.02 -0.12
C 0.838 0.248 -1.065 0.08 0.13 0.03
C 1.952 -0.705 -1.497 0.00 -0.05 -0.04
C 0.270 -0.195 0.292 0.00 -0.05 0.41
C -0.673 0.872 0.812 1.20 2.31 -1.80
O -0.253 1.928 1.309 -0.26 -1.00 -1.33
H 0.184 0.628 -3.088 -0.06 0.01 0.01
H -1.016 1.098 -1.879 0.15 -0.08 -0.01
H -0.759 -0.611 -2.257 0.03 0.02 0.00
H 1.271 1.241 -0.919 0.02 0.01 0.00
H 2.391 -0.387 -2.447 -0.06 -0.01 0.06
H 1.562 -1.718 -1.635 0.01 0.04 0.00
H 2.760 -0.754 -0.759 -0.16 0.05 -0.05
H 1.100 -0.308 0.992 -0.06 0.00 0.08
H -0.230 -1.162 0.174 -0.05 0.09 0.07
H -1.704 0.806 0.388 0.25 0.05 0.53
C -1.483 -0.315 2.691 0.55 2.08 0.78
H -0.628 -0.841 3.095 -0.09 -0.36 0.30
H -2.076 -0.972 2.027 0.74 0.87 -0.45
H -2.196 -0.041 3.443 -0.29 -0.24 1.01
H -1.034 0.815 2.475 -1.94 -3.85 0.54
```
Positions in Å, forces in eV/Å.

Results
HOMO energy   -0.351 hartree
Total charge   0
SMILES string   CC(C)CC=O.C
HOMO-LUMO gap   10.421 eV

natural (NBO) atomic charges, in units of e: atom 1 (C): -0.612, atom 2 (C): -0.205, atom 3 (C): -0.599, atom 4 (C): -0.508, atom 5 (C): 0.455, atom 6 (O): -0.625, atom 7 (H): 0.215, atom 8 (H): 0.211, atom 9 (H): 0.200, atom 10 (H): 0.211, atom 11 (H): 0.212, atom 12 (H): 0.200, atom 13 (H): 0.212, atom 14 (H): 0.227, atom 15 (H): 0.209, atom 16 (H): 0.128, atom 17 (C): -0.925, atom 18 (H): 0.218, atom 19 (H): 0.230, atom 20 (H): 0.228, atom 21 (H): 0.317

C24H76N6O11 | wB97M-V/def2-TZVPD

```
117
Properties=species:S:1:pos:R:3:forces:R:3
C 6.573 0.566 0.232 0.51 -1.33 0.73
C 5.299 1.233 -0.159 -1.01 1.23 -1.91
C 4.903 0.896 -1.656 -0.22 0.67 1.80
O 5.987 1.072 -2.525 0.58 -0.35 -1.01
C 6.545 2.367 -2.723 -0.05 -0.34 0.46
N 4.225 1.013 0.804 1.14 -1.23 0.25
H 7.457 1.005 -0.231 -0.15 -0.19 -0.29
H 6.514 -0.510 0.069 0.17 -0.16 -0.58
H 6.774 0.568 1.303 -0.25 0.60 0.31
H 5.550 2.294 -0.178 -0.12 0.51 -0.13
H 4.044 1.481 -1.985 -0.09 0.58 0.16
H 4.510 -0.120 -1.692 0.64 -0.39 -0.21
H 5.823 3.156 -2.935 -0.35 -0.10 0.16
H 7.238 2.336 -3.564 -0.15 -0.39 -0.13
H 7.150 2.646 -1.860 -0.07 0.25 0.21
H 3.356 1.520 0.719 0.34 0.52 -0.40
H 4.704 1.289 1.649 -0.77 -0.01 0.66
C -2.039 4.083 -0.054 -0.08 0.69 0.95
C -1.630 4.575 1.361 1.73 -1.57 0.59
C -1.778 3.520 2.513 -1.59 0.46 -1.80
O -3.119 2.933 2.312 1.78 0.66 1.58
C -3.396 2.023 3.375 -1.20 0.00 -0.30
N -0.186 4.885 1.343 0.17 -0.42 -0.80
H -1.531 3.207 -0.457 0.22 -0.11 0.56
H -1.781 4.904 -0.724 -0.32 0.03 -0.27
H -3.114 3.902 -0.052 -0.01 0.11 -0.18
H -2.096 5.528 1.609 -1.00 -0.41 0.08
H -1.589 4.045 3.449 -0.90 0.13 0.48
H -1.054 2.708 2.571 0.29 -0.05 -0.88
H -4.475 2.089 3.518 -0.13 -0.17 0.13
H -2.942 2.283 4.331 0.29 0.11 -0.15
H -3.174 0.996 3.086 0.32 -0.02 0.09
H -0.082 5.475 0.530 0.70 0.25 -0.23
H 0.143 5.419 2.134 -0.18 0.15 0.29
C -1.840 2.378 -3.171 -0.37 0.32 0.08
C -3.401 2.539 -2.958 2.03 -0.03 -0.56
C -3.993 3.251 -4.182 0.34 -0.30 -0.57
O -3.540 4.591 -4.297 -1.43 0.64 -0.59
C -4.362 5.319 -5.282 1.70 0.28 1.90
N -3.904 1.178 -2.786 -0.20 0.22 -0.77
H -1.304 1.823 -2.401 -0.48 -0.01 0.42
H -1.248 3.286 -3.286 -0.48 0.35 0.05
H -1.662 1.819 -4.089 -0.30 0.01 -0.29
H -3.632 3.118 -2.064 0.23 0.43 -0.09
H -5.079 3.160 -4.200 -0.42 0.32 0.39
H -3.685 2.830 -5.139 0.18 -1.01 0.08
H -5.333 5.537 -4.837 -0.29 -0.38 -0.31
H -4.383 4.867 -6.273 -0.14 -0.31 0.14
H -3.837 6.273 -5.330 -0.09 0.05 -0.34
H -4.900 1.213 -2.624 -0.18 -0.19 0.18
H -3.461 0.804 -1.959 -0.06 -0.19 0.34
C -3.402 -2.569 -2.607 -0.92 -1.10 0.38
C -2.879 -2.951 -1.188 -1.05 0.65 -1.58
C -3.036 -4.429 -0.841 0.30 -0.11 -0.43
O -4.331 -4.981 -0.983 0.10 -0.64 0.95
C -5.304 -4.515 -0.072 -1.02 0.99 -1.00
N -1.495 -2.611 -1.227 0.67 -0.49 0.26
H -3.617 -1.523 -2.825 0.40 0.19 0.51
H -4.347 -3.080 -2.790 -0.13 -0.16 -0.11
H -2.693 -2.941 -3.347 0.09 -0.06 -0.03
H -3.387 -2.331 -0.449 -0.48 -0.01 0.23
H -2.614 -4.605 0.149 -0.21 0.08 0.50
H -2.401 -5.034 -1.488 0.00 0.18 -0.35
H -6.200 -5.135 -0.103 0.23 -0.42 -0.32
H -5.618 -3.556 -0.484 -0.29 0.42 0.42
H -5.116 -4.369 0.992 1.06 -0.23 0.02
H -1.451 -1.670 -1.592 0.38 0.17 0.28
H -1.152 -2.634 -0.277 0.68 0.25 0.09
C 5.261 -5.993 1.388 -0.19 0.67 0.41
C 4.452 -4.677 1.451 0.16 -0.03 -0.34
C 4.209 -4.100 0.010 -0.68 -1.00 1.27
O 3.359 -2.998 0.112 0.18 1.12 0.07
C 2.709 -2.688 -1.120 -0.38 -0.08 0.80
N 3.245 -4.823 2.254 0.21 0.10 -0.14
H 4.688 -6.829 0.987 -0.18 0.22 -0.51
H 5.531 -6.357 2.379 0.16 0.37 0.18
H 6.172 -5.834 0.812 -0.01 -0.20 -0.06
H 4.961 -3.880 1.993 0.81 -0.12 -0.16
H 3.667 -4.870 -0.539 0.22 -0.38 -0.48
H 5.153 -3.833 -0.465 0.18 -0.09 -0.16
H 3.388 -2.785 -1.967 -0.13 -0.30 -0.13
H 2.324 -1.668 -1.126 0.31 0.15 0.38
H 1.823 -3.324 -1.122 -0.01 -0.27 -0.85
H 2.633 -4.076 1.959 -0.59 -0.23 0.18
H 2.816 -5.737 2.252 -0.15 0.13 -0.44
C -0.723 -3.201 3.187 -1.43 0.61 0.55
C -1.073 -1.851 2.518 1.16 -1.69 0.36
C -0.710 -0.663 3.385 0.32 0.48 0.55
O -1.356 -0.647 4.656 -1.04 -0.70 -1.16
C -0.961 0.414 5.472 1.35 -0.59 -0.13
N -0.230 -1.896 1.317 -0.63 1.14 -0.28
H -1.514 -3.429 3.902 0.42 0.06 0.71
H 0.262 -3.076 3.638 -0.05 -0.46 0.20
H -0.779 -4.056 2.512 0.40 0.33 -0.42
H -2.133 -1.810 2.267 0.02 0.02 -0.32
H -0.871 0.263 2.834 -0.64 0.30 -0.13
H 0.368 -0.582 3.527 0.35 -0.62 0.23
H -1.656 0.498 6.307 -0.08 0.37 -0.28
H -0.738 1.302 4.880 -0.63 0.48 0.16
H 0.021 0.135 5.855 0.29 0.16 0.55
H 0.748 -1.836 1.563 0.36 -0.40 0.41
H -0.350 -1.011 0.845 -0.02 0.26 -0.47
O 1.845 1.309 3.127 -0.14 0.02 0.70
H 2.147 0.446 2.844 0.26 -0.22 -0.19
H 1.676 1.783 2.313 0.11 0.27 -0.50
O -0.150 0.678 -0.194 -0.42 -0.40 0.06
H 0.029 0.146 -0.970 -0.10 -0.22 -0.67
H 0.658 1.169 -0.048 0.62 0.87 0.31
O -2.795 0.627 0.541 -0.77 -0.62 -0.15
H -2.920 1.523 0.852 -0.09 0.54 0.25
H -1.845 0.509 0.521 0.59 0.16 -0.29
O 1.773 2.684 0.480 -0.03 -1.39 0.64
H 1.277 3.368 0.928 -0.75 0.99 0.29
H 2.066 3.094 -0.334 0.42 0.62 -1.09
O -0.668 -0.508 -3.059 0.32 0.05 0.08
H -1.275 0.030 -3.568 -0.26 0.32 -0.07
H -0.722 -1.376 -3.461 0.09 -0.42 -0.03
```
Positions in Å, forces in eV/Å.

Results
HOMO energy (alpha / beta)   0.006 / -0.230 hartree
Multiplicity   2
Total charge   -1
⟨S²⟩   0.7506
HOMO-LUMO gap (alpha / beta)   2.360 / 8.736 eV

Here are the Löwdin charges for atoms 1 to 99, given in e: atom 1 (C): -0.079, atom 2 (C): -0.458, atom 3 (C): -0.195, atom 4 (O): -0.205, atom 5 (C): -0.125, atom 6 (N): 0.054, atom 7 (H): 0.072, atom 8 (H): 0.079, atom 9 (H): 0.071, atom 10 (H): 0.107, atom 11 (H): 0.087, atom 12 (H): 0.107, atom 13 (H): 0.075, atom 14 (H): 0.079, atom 15 (H): 0.067, atom 16 (H): 0.012, atom 17 (H): 0.061, atom 18 (C): -0.062, atom 19 (C): -0.397, atom 20 (C): -0.151, atom 21 (O): -0.220, atom 22 (C): -0.107, atom 23 (N): 0.000, atom 24 (H): 0.061, atom 25 (H): 0.069, atom 26 (H): 0.068, atom 27 (H): 0.121, atom 28 (H): 0.110, atom 29 (H): 0.102, atom 30 (H): 0.087, atom 31 (H): 0.079, atom 32 (H): 0.074, atom 33 (H): 0.028, atom 34 (H): 0.052, atom 35 (C): -0.069, atom 36 (C): -0.382, atom 37 (C): -0.234, atom 38 (O): -0.202, atom 39 (C): -0.081, atom 40 (N): 0.042, atom 41 (H): 0.043, atom 42 (H): 0.063, atom 43 (H): 0.065, atom 44 (H): 0.111, atom 45 (H): 0.112, atom 46 (H): 0.119, atom 47 (H): 0.080, atom 48 (H): 0.082, atom 49 (H): 0.080, atom 50 (H): 0.070, atom 51 (H): 0.048, atom 52 (C): -0.046, atom 53 (C): -0.441, atom 54 (C): -0.197, atom 55 (O): -0.184, atom 56 (C): -0.123, atom 57 (N): 0.042, atom 58 (H): 0.050, atom 59 (H): 0.064, atom 60 (H): 0.073, atom 61 (H): 0.126, atom 62 (H): 0.117, atom 63 (H): 0.125, atom 64 (H): 0.079, atom 65 (H): 0.079, atom 66 (H): 0.087, atom 67 (H): 0.027, atom 68 (H): 0.027, atom 69 (C): -0.068, atom 70 (C): -0.419, atom 71 (C): -0.220, atom 72 (O): -0.221, atom 73 (C): -0.090, atom 74 (N): 0.037, atom 75 (H): 0.070, atom 76 (H): 0.068, atom 77 (H): 0.071, atom 78 (H): 0.128, atom 79 (H): 0.120, atom 80 (H): 0.123, atom 81 (H): 0.087, atom 82 (H): 0.073, atom 83 (H): 0.086, atom 84 (H): 0.053, atom 85 (H): 0.063, atom 86 (C): -0.057, atom 87 (C): -0.394, atom 88 (C): -0.218, atom 89 (O): -0.180, atom 90 (C): -0.124, atom 91 (N): 0.038, atom 92 (H): 0.069, atom 93 (H): 0.081, atom 94 (H): 0.065, atom 95 (H): 0.138, atom 96 (H): 0.098, atom 97 (H): 0.100, atom 98 (H): 0.092, atom 99 (H): 0.073

C2H10NO3 | wB97M-V/def2-TZVPD

```
16
Properties=species:S:1:pos:R:3:forces:R:3
C 1.009 -1.321 1.786 -0.95 -0.70 0.94
N 0.928 0.078 1.478 0.90 1.18 -0.01
C 1.339 0.389 0.100 0.27 -2.36 -1.04
O 0.408 0.024 -0.870 0.07 1.57 1.18
H 0.272 -1.639 2.547 -0.13 0.39 -0.32
H 1.937 -1.622 2.289 0.34 0.29 -0.46
H 0.826 -1.966 0.923 0.13 -0.01 -0.18
H 0.058 0.551 1.658 -0.35 -0.47 0.16
H 2.164 -0.311 -0.077 0.75 0.00 0.32
H 1.834 1.375 0.019 -0.84 0.30 0.13
H -1.799 2.046 -1.091 0.93 -0.11 -0.23
H -0.292 1.325 -1.066 -1.03 -0.30 -1.13
O -0.935 2.040 -1.551 -0.33 0.12 0.82
H -1.351 -1.038 -0.330 0.23 -0.26 -0.08
H -2.162 -0.470 -1.348 -0.21 0.44 -0.72
O -2.216 -1.212 -0.751 0.22 -0.06 0.61
```
Positions in Å, forces in eV/Å.

Results
HOMO energy   -0.138 hartree
Total charge   -1
HOMO-LUMO gap   7.899 eV

natural (NBO) atomic charges, in units of e: atom 1 (C): -0.412, atom 2 (N): -0.692, atom 3 (C): 0.093, atom 4 (O): -0.945, atom 5 (H): 0.176, atom 6 (H): 0.161, atom 7 (H): 0.185, atom 8 (H): 0.351, atom 9 (H): 0.104, atom 10 (H): 0.120, atom 11 (H): 0.433, atom 12 (H): 0.502, atom 13 (O): -1.061, atom 14 (H): 0.500, atom 15 (H): 0.472, atom 16 (O): -0.989

E / hartree: -359.17306, -1161.86981, -312.16938, -2116.00143, -362.67829
Energy above the lowest of the compared OMol25 structures with the same formula, charge and spin / kJ/mol: 780.6, 135.4, 224.9, 0.0, 76.4